# C27H30N2O

2 unconnected molecules or ions with the total composition C27H30N2O in a non-equilibrium geometry (ωB97M-V with the def2-TZVPD basis set, OMol25).

Cartesian coordinates (Å):
C -1.27 -5.04 -2.64
C -2.03 -4.84 -4.07
C -2.08 -5.94 -5.00
C -2.78 -5.67 -6.12
C -3.39 -4.26 -6.50
C -3.24 -3.33 -5.44
C -2.62 -3.50 -4.11
N -2.32 -2.40 -3.48
C -2.67 -1.09 -3.57
O -3.30 -0.66 -4.56
C -2.28 -0.44 -2.30
C -1.95 1.05 -2.53
C -1.95 1.97 -1.50
C -1.87 1.22 -0.14
C -2.25 0.07 -0.03
C -2.59 -0.86 -0.89
H -3.04 -1.81 -0.82
H -2.42 -0.39 1.15
C -1.58 2.10 0.93
N -0.84 1.37 2.14
C 0.56 1.24 1.57
C 1.53 2.28 1.83
C 1.54 2.93 3.06
C 0.04 3.21 3.63
C -0.62 2.09 3.17
H -0.50 1.24 3.99
H -2.02 2.39 3.66
H 0.13 3.57 4.43
H -0.42 4.09 2.98
C 2.17 2.16 4.10
C 3.79 2.05 3.65
C 4.59 3.27 3.87
C 5.89 3.04 3.57
C 6.31 2.04 3.01
C 5.51 0.92 2.80
C 4.33 0.78 3.10
H 3.61 0.18 2.80
H 5.85 -0.21 2.51
H 7.47 1.85 2.74
H 6.66 3.86 3.89
H 4.01 3.98 4.46
H 1.85 1.09 4.40
H 2.15 2.75 5.13
H 1.90 4.09 3.00
H 1.25 3.16 0.92
H 2.33 2.02 1.26
H 0.74 0.37 2.25
H 0.26 0.76 0.55
H -1.07 3.11 0.61
H -2.48 2.44 1.64
H -1.51 2.82 -1.65
H -2.03 1.37 -3.58
H -1.94 -2.79 -2.75
H -3.74 -2.47 -5.74
H -3.96 -4.41 -7.32
H -2.84 -6.72 -6.63
H -1.65 -6.69 -4.63
H -1.85 -4.80 -1.72
H -0.32 -4.37 -2.60
H -1.03 -6.22 -2.49

Computed properties:
LUMO energy ... -0.43 eV
Multiplicity ... 1
HOMO level ... -7.98 eV
Strongest force on any atom ... 16.8 eV/A
Frontier orbital gap ... 0.278 Eh
Total charge ... 0
Energy ... -33492.8850 eV

The net atomic charges from natural (NBO), expressed in e, are: number 1, C, carries -0.687; number 2, C, carries 0.023; number 3, C, carries -0.254; number 4, C, carries -0.181; number 5, C, carries -0.215; number 6, C, carries -0.193; number 7, C, carries 0.117; number 8, N, carries -0.585; number 9, C, carries 0.641; number 10, O, carries -0.588; number 11, C, carries -0.135; number 12, C, carries -0.160; number 13, C, carries -0.176; number 14, C, carries -0.054; number 15, C, carries -0.223; number 16, C, carries -0.140; number 17, H, carries 0.225; number 18, H, carries 0.214; number 19, C, carries -0.269; number 20, N, carries -0.447; number 21, C, carries -0.262; number 22, C, carries -0.439; number 23, C, carries -0.245; number 24, C, carries -0.362; number 25, C, carries -0.097; number 26, H, carries 0.196; number 27, H, carries 0.061; number 28, H, carries 0.190; number 29, H, carries 0.169; number 30, C, carries -0.458; number 31, C, carries 0.087; number 32, C, carries -0.274; number 33, C, carries -0.211; number 34, C, carries -0.221; number 35, C, carries -0.161; number 36, C, carries -0.268; number 37, H, carries 0.210; number 38, H, carries 0.197; number 39, H, carries 0.215; number 40, H, carries 0.208; number 41, H, carries 0.231; number 42, H, carries 0.236; number 43, H, carries 0.214; number 44, H, carries 0.239; number 45, H, carries 0.173; number 46, H, carries 0.253; number 47, H, carries 0.193; number 48, H, carries 0.240; number 49, H, carries 0.204; number 50, H, carries 0.240; number 51, H, carries 0.197; number 52, H, carries 0.231; number 53, H, carries 0.392; number 54, H, carries 0.236; number 55, H, carries 0.219; number 56, H, carries 0.206; number 57, H, carries 0.196; number 58, H, carries 0.212; number 59, H, carries 0.216; number 60, H, carries 0.224